C7H25N12O9Pb | ωB97M-V/def2-TZVPD

Computed properties:
Strongest force on any atom in eV/A: 8.37
HOMO-LUMO gap in eV: 3.367
Relative energy (zero: lowest compared OMol25 entry of this formula, charge and spin) in eV: 8.656
E_LUMO in Eh: -0.243
Net charge: +1
Highest occupied orbital energy in eV: -10.0

The geometry in XYZ format:
```
54
Properties=species:S:1:pos:R:3:forces:R:3
N -4.14253 -4.80899 3.61033 -4.786 -2.053 -0.706
H 4.24884 3.04744 -1.14543 0.208 -0.089 -0.334
H -1.53174 -4.05624 5.04897 -0.205 0.135 -0.223
N -1.07589 3.62416 -6.02016 -0.227 0.211 -5.413
H -4.57272 -5.00716 4.50239 -0.122 -0.122 -0.380
O -4.96090 -0.21191 -0.87622 1.312 -0.036 1.089
H -4.41272 -5.42813 2.85948 -0.110 0.432 -0.087
H -2.88237 -4.84553 5.66187 -0.116 0.067 -0.421
H 4.47251 -2.65936 2.52679 0.139 -0.157 0.380
C 3.41206 -2.30456 4.13228 -7.137 4.311 0.674
N -7.15797 0.01767 -0.30487 -1.596 0.415 3.775
N -6.59838 -0.26481 -2.35482 -0.511 -0.485 -3.171
H -0.76507 3.88199 -3.02095 -0.118 0.351 -0.054
H 2.65789 -2.43177 6.06177 -0.005 0.164 -0.596
Pb 0.19996 -0.98739 -0.85563 0.084 -0.427 -0.460
C 1.25608 -5.13912 -3.57617 -0.631 2.498 -0.877
C -6.14335 -0.18099 -1.12379 0.438 0.199 -0.777
O 2.60866 -1.50964 3.57483 0.682 -0.455 1.145
H -0.90384 5.13987 -4.18132 -0.077 -0.496 -0.243
N 4.97375 2.86108 -1.82357 -1.309 4.768 0.973
N -0.82776 4.15059 -3.99256 0.329 0.947 3.981
O -1.13853 1.95119 -4.47095 -0.084 0.652 -0.164
C -1.06400 3.13330 -4.81431 0.755 -1.190 1.158
O 0.57771 3.85825 1.15819 0.332 1.229 0.206
H 6.86610 0.72784 -2.98906 -0.041 0.326 0.018
H -7.59588 -0.30511 -2.50799 0.527 -0.005 -0.546
H 5.55689 3.60616 -2.17697 -0.627 0.241 0.429
H 3.66938 -3.69348 5.56919 -0.039 0.284 0.089
H 7.00154 2.45646 -2.74459 0.423 -0.627 -0.385
O 0.54230 -4.19870 -3.96864 -1.908 0.671 -0.908
O 1.98800 -4.83421 -2.63195 1.248 -1.513 1.306
H -0.79970 4.57068 -6.23904 -0.105 -0.176 0.555
H 0.39044 6.68747 2.45755 -0.409 0.220 -0.510
O 1.29557 -6.29833 -4.25799 0.284 0.946 1.317
C 5.29649 1.66765 -2.17591 0.693 -1.994 0.593
N 6.43202 1.62862 -2.84666 2.504 -0.028 -1.788
H 4.92052 -3.43304 4.07450 0.565 0.055 -1.000
N 0.96572 4.72445 3.18919 2.007 -2.009 2.338
H -5.91577 -0.38258 -3.08985 -0.500 -0.064 0.002
H 1.24912 3.76870 3.35143 0.182 0.396 1.131
H -0.27530 6.34184 0.90891 0.212 -0.220 0.141
H 2.02933 -6.56761 -3.70060 0.881 -2.000 -0.293
N 3.32934 -2.76087 5.38284 -0.702 -0.616 3.059
N 0.08068 5.99681 1.78887 -1.863 5.156 -2.239
H -6.97128 0.09118 0.68501 0.023 -0.063 -0.229
C -2.92364 -4.38366 3.64364 2.249 0.750 -0.227
H -0.92070 3.04365 -6.83197 -0.402 -0.394 0.364
O 4.71092 0.68627 -1.82612 -2.058 -2.642 0.563
H -8.13403 -0.08051 -0.54520 0.466 0.021 -0.147
N -2.49543 -4.31580 4.89392 2.345 0.602 3.296
H 0.79945 5.45934 3.86179 0.217 -0.843 0.157
C 0.59632 4.83306 1.93873 -0.670 -4.036 -1.305
O -2.25835 -4.04155 2.69622 0.812 0.272 -1.350
N 4.34052 -2.82481 3.51436 6.446 -3.581 -3.908
```
Forces are in eV/Å.